1.
DFT (the ωB97M-V functional and the def2-TZVPD basis) results for one molecule with the formula C3H4S5 at a distorted geometry.

Its structure (SMILES) is S=C1SS[C@@H](S)[C@@H]1S. The HOMO-LUMO gap is 7.64 eV.

Element x y z (Å)
S 2.34010 1.43084 1.20653
C 1.28717 0.34941 0.46830
S 1.89909 -1.01500 -0.28622
S 0.31311 -1.72445 -1.19120
C -0.80200 -0.68750 -0.21410
S -1.23117 -1.48779 1.40833
C -0.16174 0.61201 0.13791
S -0.22512 1.86680 -1.25047
H -1.73280 -0.64265 -0.81189
H -1.76457 -2.34739 0.63511
H -0.80974 1.04532 1.03243
H 0.88767 2.60040 -1.13472

Forces on the atoms, in the same order (eV/Å):
-1.1 -1.1 -0.3
0.9 2.3 0.5
2.6 -0.2 0.9
-1.8 -0.5 -1.2
-1.0 -0.6 -0.1
0.7 1.3 0.1
-0.8 2.1 1.5
-0.8 -0.7 -0.3
0.5 0.4 0.4
-1.1 -2.0 -0.4
1.8 -0.7 -1.7
0.2 -0.4 0.6

=====

2.
DFT (the ωB97M-V functional and the def2-TZVPD basis) results for a 24-piece molecular cluster, C3H53O24 overall at a distorted geometry.

As for the net charge: -1. The HOMO-LUMO gap is 7.63 eV.

Element x y z (Å)
C -0.41000 2.45400 -12.91500
C 0.18600 2.24200 -14.28200
C -0.86400 1.72300 -15.21100
O 0.79000 3.43400 -14.71100
H -0.65900 1.44500 -12.62000
H -1.19700 3.18300 -12.87900
H 0.23200 2.90200 -12.15000
H 0.92800 1.51900 -14.14500
H -1.34200 0.83800 -14.84000
H -0.32800 1.40600 -16.07700
H -1.51800 2.44100 -15.77500
O -2.90200 0.44500 -12.46500
H -2.57900 0.98000 -11.77600
H -2.25200 -0.22100 -12.53100
O -3.80200 3.01600 -12.95500
H -3.34800 2.15000 -12.93800
H -4.61800 2.85700 -13.43300
O 0.28800 2.37400 -9.09800
H 0.23200 2.73400 -8.22100
H 0.90300 3.00300 -9.46200
O -2.05500 2.27800 -10.47200
H -2.63000 3.03600 -10.17700
H -1.16400 2.47100 -10.23500
O 3.08500 2.63400 -12.91700
H 2.35300 2.86200 -13.49000
H 2.62900 2.05400 -12.29100
O 2.25400 3.96500 -10.70300
H 2.49000 3.81400 -11.61100
H 2.99300 4.40300 -10.28900
O -3.88500 0.92100 -15.95800
H -4.30200 0.64500 -15.13800
H -4.02900 1.91000 -15.91200
O -1.53700 -0.40000 -9.89600
H -0.91700 -0.47800 -9.17800
H -1.15200 0.18200 -10.52000
O 1.16700 -0.06700 -17.55300
H 0.83300 -0.53700 -16.80700
H 1.41700 0.80500 -17.18600
O 3.92500 0.82100 -14.75800
H 3.63100 -0.10200 -14.71100
H 3.59200 1.15800 -13.86900
O -0.28500 5.83000 -10.36200
H 0.24200 5.17400 -9.94500
H -0.29100 5.67500 -11.31800
O -2.74500 5.45400 -12.30800
H -2.54100 5.49500 -11.40200
H -3.26000 4.67600 -12.27600
O -1.91500 4.87900 -14.94200
H -2.03900 4.93500 -13.99600
H -1.08900 4.39100 -15.02500
O 2.72900 -1.58700 -14.65700
H 2.58300 -1.97900 -15.55600
H 1.93000 -1.23700 -14.25100
O 0.58500 5.54500 -12.96000
H 0.56500 6.11500 -13.69700
H 0.51800 4.74700 -13.37100
O -1.91800 -0.42500 -17.54100
H -2.60000 -0.01800 -16.95500
H -1.19200 -0.79600 -16.96800
O -0.06500 4.35100 -17.04400
H -0.91400 3.94500 -16.97000
H 0.33900 4.04900 -16.23300
O -2.89000 -1.82700 -14.68800
H -2.44000 -2.62000 -15.06100
H -2.26100 -1.11100 -14.67700
O -4.32600 3.51300 -15.79800
H -4.87700 3.80700 -15.08900
H -3.48100 4.01100 -15.75900
O 0.57600 -0.85600 -13.29800
H 0.27700 -1.58900 -12.79600
H 0.84200 -0.17700 -12.65400
O 3.06600 5.08400 -14.94300
H 2.97400 5.75700 -15.61900
H 2.30300 4.51000 -15.04700
O -0.17400 -1.31200 -15.68800
H 0.00300 -0.95800 -14.83200
H -0.04800 -2.27000 -15.57600
O 2.30000 2.04000 -16.41400
H 1.67300 2.44500 -15.74000
H 3.00600 1.60800 -15.87400

Forces on the atoms, in the same order (eV/Å):
0.7 0.0 0.7
-1.3 3.3 0.8
0.4 0.4 -2.0
0.0 -0.4 0.4
-0.8 0.0 0.7
-1.1 -0.3 -0.4
0.8 -0.3 -0.1
1.5 -1.9 -0.1
-0.8 -0.1 0.3
0.6 -0.7 -0.8
0.0 -0.5 1.7
-1.7 -0.2 -1.4
0.5 1.5 2.0
0.8 -1.5 -0.4
-0.1 -0.2 0.3
-0.2 0.3 -0.3
0.0 -0.2 0.1
0.0 -0.2 0.0
-0.5 -0.1 1.0
1.0 0.4 -1.2
-2.7 0.9 -0.1
1.1 -1.2 -0.5
1.1 0.5 0.7
0.0 -0.6 1.1
-0.7 0.9 -1.3
0.3 0.0 0.3
-0.9 -0.1 1.6
0.5 0.1 -1.1
0.3 0.2 0.0
-0.4 0.8 0.3
0.1 -0.5 0.1
0.3 -0.8 -0.4
-0.8 -1.5 0.4
0.4 0.1 0.3
0.6 1.1 -0.6
0.6 0.2 -1.1
-0.3 -0.4 0.4
0.5 0.1 -0.2
-0.2 0.0 2.2
0.1 -0.3 -0.5
1.0 0.1 -1.7
-1.5 1.0 0.3
0.8 -0.8 0.0
0.7 -0.1 -0.3
0.2 1.1 -1.0
1.2 0.9 2.0
-1.3 -1.9 -0.9
-0.4 0.0 -0.6
-0.3 0.3 0.7
0.4 0.0 -0.1
0.9 -1.3 -1.0
-0.2 1.0 1.3
-0.3 -0.3 -0.5
0.1 2.9 3.2
0.0 1.4 -1.2
0.0 -4.3 -2.1
0.1 -0.3 0.7
0.7 -0.5 -0.4
-1.5 1.0 -1.0
0.2 0.8 -1.2
-1.0 -0.2 -0.5
0.9 -0.4 0.9
-0.2 -1.5 0.3
-0.4 1.3 0.2
0.4 0.2 -0.5
0.4 0.0 -1.2
-0.2 0.6 0.5
-0.2 0.1 0.6
0.4 1.6 0.7
-0.5 -1.3 0.9
-0.2 -0.1 -0.4
0.5 0.5 0.2
0.0 0.0 -0.2
-0.4 -0.4 -0.1
-0.3 -2.1 -0.5
0.2 0.8 1.0
-0.1 0.4 -0.3
-0.5 0.3 0.8
1.1 0.2 -1.1
-0.4 0.3 -0.4

=====

3.
DFT (the ωB97M-V functional and the def2-TZVPD basis) results for a 22-piece molecular cluster, C3H55BrO24P2SSi2 overall at a distorted geometry.

The HOMO-LUMO gap is 8.29 eV.

Element x y z (Å)
C 1.18278 -1.95159 -1.82903
O 0.16051 -2.51960 -1.02045
C -0.73196 -1.55857 -0.47599
Si -1.50766 -0.37383 -1.73267
Br -3.46740 -1.21641 -2.44524
O -1.76257 1.13426 -1.04784
Si -0.34191 1.97702 -0.92579
P 0.34798 2.89066 -2.86018
S -0.58742 2.23955 -4.46882
P -0.41296 3.50287 0.71044
C 0.58823 4.93824 0.14057
O 0.56265 2.85002 1.93097
H 0.92024 -1.91306 -2.87540
H 1.52510 -0.98092 -1.49690
H 2.02940 -2.61195 -1.76463
H -0.28050 -0.99357 0.33704
H -1.54383 -2.11392 -0.02528
H -0.67660 -0.22270 -2.92588
H 0.70790 0.99935 -0.54064
H 0.24301 4.29004 -2.84216
H 1.72160 2.59846 -2.90332
H 0.63101 5.65327 0.94461
H 1.60936 4.63585 -0.05731
H 0.17654 5.36985 -0.75700
H 1.16693 2.19017 1.54799
O -5.35369 -4.40178 -2.95254
H -5.05901 -3.60264 -2.50437
H -4.68135 -4.53932 -3.63505
O -1.23776 2.61624 4.14493
H -2.05759 2.57714 3.64137
H -0.53396 2.56215 3.48294
O 4.10962 -1.06549 -1.23767
H 3.70724 -0.90844 -0.37464
H 5.05227 -0.96965 -1.06109
O 3.77319 2.24105 -2.51910
H 4.13581 1.35435 -2.64437
H 4.20014 2.79459 -3.19173
O 4.93400 2.14108 0.19673
H 4.67374 2.30244 -0.72180
H 5.87863 2.32015 0.22707
O -3.47816 -4.11056 -5.33268
H -3.10892 -3.29156 -4.98382
H -2.85094 -4.39077 -6.00690
O -1.67872 -5.07116 -0.69094
H -0.79551 -4.75349 -0.92280
H -2.26134 -4.34769 -0.94600
O 2.48558 -3.27801 1.17420
H 2.40714 -4.16667 1.54432
H 1.58576 -3.05664 0.90645
O 1.20994 -5.44652 3.23964
H 0.76362 -5.30328 4.08002
H 0.48957 -5.66926 2.63932
O -3.38756 5.02012 0.72576
H -3.90802 5.08653 1.53338
H -4.02667 4.76695 0.05084
O 3.73329 4.03054 -4.79914
H 4.23433 4.03627 -5.62143
H 3.44268 4.94466 -4.68212
O -5.67413 -6.93653 -4.96852
H -5.13898 -6.30203 -5.45683
H -5.47237 -6.75641 -4.04402
O 2.38324 -5.24142 -1.36201
H 2.70106 -4.41671 -0.97027
H 3.05893 -5.48244 -2.00360
O -1.34344 4.96550 5.85288
H -1.12661 4.24213 5.24638
H -2.14068 4.65489 6.29326
O 1.67164 5.22291 3.63662
H 0.93407 5.67022 4.06863
H 1.26391 4.68664 2.94606
O 1.34513 6.27160 -4.65537
H 0.63193 6.78672 -4.26454
H 0.90748 5.70716 -5.30419
O -1.44260 2.65719 7.71396
H -1.15497 3.47693 8.12872
H -0.75838 2.47271 7.05981
O -0.77604 -7.51928 3.43772
H -1.60183 -7.73539 2.99096
H -0.14703 -8.17422 3.11675
O -1.72647 -6.88294 -3.31756
H -2.13402 -6.71518 -2.45889
H -0.78499 -6.79124 -3.13946
O -3.77443 0.86570 6.36141
H -4.67470 1.15890 6.53186
H -3.22739 1.41680 6.93517
O 3.00595 2.80867 5.48859
H 3.89695 3.07806 5.73146
H 2.64096 3.57625 5.02917

Forces on the atoms, in the same order (eV/Å):
0.5 -0.7 0.0
-0.1 0.3 0.0
-0.4 0.0 -0.2
-0.6 -0.2 -0.2
0.3 0.2 0.2
0.6 -0.3 -0.3
0.3 0.4 0.7
-0.4 -0.3 -1.5
-0.1 -0.1 0.0
-1.0 0.6 0.8
0.5 -1.0 0.0
0.2 -0.4 -1.0
-0.4 0.2 -0.3
-0.2 0.4 0.2
0.3 -0.2 0.1
0.3 0.2 0.2
-0.2 -0.2 0.2
0.0 0.0 0.0
0.1 0.0 -0.1
0.3 0.0 0.5
0.1 0.3 0.4
-0.2 0.4 0.2
0.3 0.0 -0.2
-0.3 0.3 -0.2
0.2 0.3 0.5
0.2 0.0 0.0
-0.1 0.0 0.1
-0.1 0.0 -0.1
0.1 0.1 0.1
0.0 0.0 0.1
0.0 0.0 0.0
0.1 0.2 0.0
0.0 -0.1 0.0
0.0 0.0 0.0
0.5 -0.1 0.2
-0.2 -0.1 0.0
-0.3 0.1 -0.1
0.0 -0.1 0.0
-0.1 0.1 -0.1
0.0 0.0 0.1
0.0 0.1 0.0
0.0 0.0 0.0
0.0 -0.1 0.1
0.1 0.0 0.0
0.0 0.0 0.0
0.0 -0.1 0.0
0.0 0.0 -0.4
0.0 0.1 0.3
0.0 -0.1 0.0
0.1 0.3 -0.3
0.0 -0.1 0.0
-0.1 -0.2 0.2
-0.2 0.0 -0.1
0.1 0.0 0.0
0.0 0.0 0.0
0.1 0.1 0.0
0.0 0.0 0.0
-0.1 0.0 0.1
0.1 0.0 0.0
0.0 0.0 0.0
-0.1 0.0 0.0
0.0 0.1 -0.1
0.0 -0.1 0.2
0.0 0.0 0.0
0.1 0.3 -0.1
-0.1 -0.2 -0.1
0.0 0.0 0.0
-0.1 0.0 0.0
0.0 0.0 0.1
0.1 -0.2 0.1
0.0 -0.2 0.0
0.1 0.1 0.0
0.0 0.0 0.0
-0.1 -0.1 0.1
0.0 0.0 0.0
-0.1 0.0 -0.1
-0.2 -0.1 -0.1
0.0 0.0 0.0
0.0 0.1 0.1
0.0 0.0 0.0
0.0 0.1 0.0
0.0 0.0 0.0
-0.1 0.1 0.0
0.0 -0.1 0.0
0.2 0.0 0.0
0.0 0.1 0.0
0.0 0.0 0.0
-0.1 0.1 -0.1

=====

4.
DFT (the ωB97M-V functional and the def2-TZVPD basis) results for C3H5AgO as an isolated structure at a distorted geometry.

The HOMO-LUMO gap (alpha / beta) is 6.21 / 6.58 eV.

Element x y z (Å)
H -0.56748 -1.64715 0.54098
C -1.05008 -0.77468 1.02870
C -2.30925 0.00109 0.62425
H -1.39636 -1.40125 1.88155
H -2.40712 0.11518 -0.46893
H -3.25986 -0.46804 0.95406
H -2.34374 1.02275 1.04199
O 0.47379 -0.40026 -1.92905
Ag 1.41146 0.51058 1.64262
C 1.33124 0.08096 -1.32665

Forces on the atoms, in the same order (eV/Å):
-0.4 1.2 -1.2
0.3 -1.4 2.0
0.1 0.4 -1.1
0.6 1.0 0.5
0.1 0.1 0.3
0.7 -0.1 0.0
0.2 -0.5 -0.1
2.5 1.4 1.6
-1.7 -0.8 -0.4
-2.4 -1.4 -1.7

=====

5.
DFT (the ωB97M-V functional and the def2-TZVPD basis) results for a 2-piece molecular cluster, C3H5Br overall at a distorted geometry.

The HOMO-LUMO gap (alpha / beta) is 9.67 / 8.02 eV.

Element x y z (Å)
C 0.03335 0.26606 -0.88824
C -0.15799 0.65708 0.56256
C 1.11705 0.04916 0.08060
Br 2.85881 0.65479 0.09089
H -0.50648 -0.65699 -1.40757
H 0.29728 0.98146 -1.66439
H -0.04308 1.77963 0.90737
H -0.76285 0.16663 1.17259
H 0.70554 -2.21420 1.26479

Forces on the atoms, in the same order (eV/Å):
-0.2 -2.0 -1.9
3.8 4.7 -1.6
-1.3 -0.9 0.6
0.0 0.1 0.0
1.0 1.9 1.6
-0.4 0.3 0.3
-0.4 -2.1 -1.1
-2.6 -2.4 2.4
0.1 0.4 -0.3

=====

6.
DFT (the ωB97M-V functional and the def2-TZVPD basis) results for a 2-piece molecular cluster, C3H5Br overall at a distorted geometry.

The HOMO-LUMO gap is 10.69 eV.

Element x y z (Å)
C 0.25363 -0.26454 -0.82007
C -0.36344 -0.66535 0.49775
C 0.18958 0.70524 0.30782
Br -0.83747 2.24557 0.42545
H 1.16394 -0.46842 -1.27971
H -0.60610 -0.08396 -1.63041
H -1.38339 -0.81113 0.30934
H 0.06105 -1.35331 1.21294
H 1.52220 0.69590 0.97690

Forces on the atoms, in the same order (eV/Å):
-3.5 1.7 -1.8
1.1 -0.2 -0.2
4.6 -1.5 2.4
-0.2 0.6 0.0
1.5 -0.8 -0.3
2.0 -0.4 1.7
-1.5 0.0 0.4
0.3 0.0 -0.1
-4.3 0.5 -2.1

=====

7.
DFT (the ωB97M-V functional and the def2-TZVPD basis) results for one molecule with the formula C3H5Br at a distorted geometry.

The HOMO-LUMO gap is 9.34 eV.

Element x y z (Å)
C 1.49584 -1.27753 -1.64876
C 1.04088 -0.15619 -1.23601
C -1.34501 1.28357 0.47938
Br -1.15042 -0.43662 -0.54416
H 2.58972 -1.15071 -1.71213
H 1.13836 -2.17077 -2.02994
H -2.14072 1.16759 1.37035
H -0.30085 1.54233 0.84363
H -1.80539 1.94683 -0.15844

Forces on the atoms, in the same order (eV/Å):
1.7 -0.1 -0.5
0.2 2.1 1.1
0.2 -2.1 3.3
-1.2 0.7 0.8
-0.3 0.1 -0.2
-0.9 -1.6 -0.3
2.2 -0.3 -1.9
-1.5 -0.3 -0.6
-0.4 1.5 -1.7

=====

no.,molecular weight (u)
1,200.40
2,473.43
3,705.54
4,164.94
5,120.98
6,120.98
7,120.98